Entry 1:
Density functional theory data (the ωB97M-V functional and the def2-TZVPD basis) for a structure of composition C12H23HgN5O6S in a non-equilibrium geometry.

Computed properties:
gap between HOMO and LUMO (alpha / beta): 4.82 / 4.84 eV

Cartesian coordinates (Å):
O 2.900 0.533 1.461
H 3.710 0.492 2.000
Hg 0.854 -0.353 -0.058
N 0.719 1.652 0.930
N -0.362 -0.349 2.060
N 0.604 -0.378 -2.249
N -0.872 -1.858 -0.679
O 0.691 2.693 0.302
O 1.092 0.597 -3.100
O -1.846 -2.345 0.122
O -1.283 -1.158 2.475
C 0.118 0.566 2.949
C 0.737 1.663 2.329
C -0.179 -1.269 -2.828
C -0.971 -2.125 -1.964
C 1.393 2.796 2.998
H 2.475 2.811 2.821
H 1.249 2.812 4.083
H 0.988 3.734 2.601
C -0.029 0.444 4.418
H 0.446 -0.459 4.825
H -1.098 0.397 4.681
H 0.391 1.299 4.971
C -0.314 -1.237 -4.299
C -1.907 -3.122 -2.524
H 0.515 -0.662 -4.718
H -1.244 -0.739 -4.606
H -0.327 -2.236 -4.736
H -2.624 -3.481 -1.779
H -1.376 -3.997 -2.913
H -2.467 -2.701 -3.366
H 1.780 1.060 -2.560
H -1.621 -1.880 1.002
C 2.133 -1.973 0.599
H 3.035 -1.472 0.962
H 2.350 -2.587 -0.265
H 1.646 -2.490 1.414
O 3.372 1.213 -0.871
H 3.217 1.054 0.168
H 3.940 0.471 -1.106
S -4.238 1.388 -0.176
C -3.325 2.326 -1.328
C -1.985 1.964 -1.258
N -1.701 0.993 -0.330
C -2.785 0.587 0.298
H -3.746 3.071 -1.981
H -1.201 2.401 -1.864
H -2.854 -0.146 1.091

=====

Entry 2:
Density functional theory data (the ωB97M-V functional and the def2-TZVPD basis) for a structure of composition C12H23N2O2P2SV in a non-equilibrium geometry.

Computed properties:
total charge: +1
2S+1: 4
gap between HOMO and LUMO (alpha / beta): 6.50 / 6.06 eV

Cartesian coordinates (Å):
V 1.050 -0.225 -0.051
P 0.494 -1.857 1.552
C -1.083 -1.078 1.945
C -1.340 0.231 1.539
N -0.515 0.807 0.575
C -0.656 2.097 0.133
C -1.499 2.936 0.858
C -2.387 2.398 1.809
C -2.350 1.064 2.065
C 0.236 2.570 -0.973
P 0.836 1.136 -2.008
H -2.977 0.595 2.776
H -1.503 3.996 0.592
H -3.093 3.068 2.318
H -0.243 3.317 -1.606
H 1.138 3.051 -0.598
H -2.865 -1.760 -0.074
H -1.961 -1.621 2.305
H -1.176 -2.040 -2.234
O -3.311 -2.087 -0.866
H -3.532 -3.041 -0.654
H 0.471 -0.973 -0.901
O -0.474 -2.413 -2.796
H 0.112 -3.004 -2.187
C -0.435 1.101 -3.303
H -0.257 1.963 -3.960
H -0.351 0.175 -3.886
H -1.434 1.167 -2.851
C 2.301 1.796 -2.843
H 2.762 0.980 -3.422
H 2.036 2.625 -3.519
H 3.026 2.152 -2.096
C 1.315 -1.223 3.077
H 1.109 -1.943 3.874
H 2.391 -1.082 2.933
H 0.843 -0.264 3.327
C 0.322 -3.638 1.743
H 1.316 -4.060 1.535
H 0.036 -3.898 2.775
H -0.411 -4.048 1.028
S 5.337 0.701 1.174
C 3.912 0.324 0.630
N 2.807 0.004 0.264

=====

Entry 3:
Density functional theory data (the ωB97M-V functional and the def2-TZVPD basis) for a structure of composition C12H23N5O6PtS in a non-equilibrium geometry.

Computed properties:
2S+1: 3
gap between HOMO and LUMO (alpha / beta): 6.01 / 6.35 eV

Cartesian coordinates (Å):
O 1.016 -3.279 -1.038
H 1.389 -4.122 -1.351
Pt -0.325 -0.292 -0.197
N -0.092 -0.467 -2.211
N 1.590 0.384 -0.615
N -2.176 -0.336 0.660
N -0.157 0.658 1.621
O -1.094 -0.525 -2.959
O -3.221 -0.541 -0.057
O 0.814 1.482 1.946
O 2.379 1.025 0.187
C 2.108 0.084 -1.833
C 1.171 -0.426 -2.729
C -2.324 -0.006 1.960
C -1.180 0.591 2.503
C 1.393 -0.867 -4.124
H 1.509 -1.963 -4.171
H 2.308 -0.422 -4.530
H 0.543 -0.590 -4.758
C 3.517 0.459 -2.085
H 4.193 -0.001 -1.353
H 3.670 1.546 -2.040
H 3.824 0.124 -3.080
C -3.655 -0.124 2.588
C -1.134 1.293 3.806
H -4.229 -0.948 2.144
H -4.243 0.801 2.475
H -3.548 -0.311 3.664
H -0.178 1.792 3.971
H -1.306 0.598 4.637
H -1.930 2.047 3.873
H -2.267 -1.696 -1.011
H 1.598 1.312 1.196
C 1.075 -2.229 0.787
H 2.060 -2.180 0.345
H 0.501 -3.111 0.997
H 1.103 -1.613 1.730
O -1.323 -2.035 -0.840
H 0.141 -3.229 -1.448
H -1.431 -2.650 -0.087
S -0.978 4.139 -1.127
C -2.318 3.221 -1.756
C -2.141 1.874 -1.537
N -0.961 1.626 -0.871
C -0.231 2.713 -0.587
H -3.175 3.636 -2.254
H -2.819 1.082 -1.822
H 0.744 2.714 -0.120

=====

Entry 4:
Density functional theory data (the ωB97M-V functional and the def2-TZVPD basis) for a structure of composition C12H24AuN4OSTa in a non-equilibrium geometry.

Computed properties:
total charge: +2
gap between HOMO and LUMO: 4.85 eV

Cartesian coordinates (Å):
N 1.997 -0.323 1.176
C 3.116 -0.819 1.334
O 4.141 -1.358 1.586
Au 2.109 -0.279 -2.327
Ta 0.125 -0.027 0.787
N -0.547 -1.442 -0.395
N -0.298 1.643 -0.139
C -0.420 -2.902 -0.063
C 0.329 2.992 -0.276
C 0.742 -3.485 -0.882
C -1.710 -3.665 -0.430
C -0.144 -3.071 1.428
C 0.008 3.623 -1.653
C -0.227 3.935 0.820
C 1.845 2.872 -0.137
H 0.579 -3.331 -1.960
H 0.753 -4.571 -0.694
H 1.710 -3.054 -0.571
H -2.589 -3.207 0.050
H -1.600 -4.706 -0.075
H -1.850 -3.697 -1.519
H 0.773 -2.539 1.742
H 0.018 -4.144 1.614
H -1.001 -2.738 2.035
H 0.322 2.956 -2.473
H 0.571 4.572 -1.728
H -1.061 3.868 -1.757
H -1.324 4.010 0.741
H 0.217 4.942 0.675
H 0.041 3.542 1.817
H 2.142 2.389 0.811
H 2.258 3.900 -0.162
H 2.258 2.307 -0.995
C -1.734 1.645 -0.510
H -2.199 0.698 -0.216
H -2.303 2.455 -0.031
H -1.797 1.732 -1.602
C -1.085 -1.216 -1.743
H -2.171 -1.430 -1.754
H -0.881 -0.193 -2.070
H -0.570 -1.912 -2.418
S 0.051 -0.002 5.417
C -0.222 0.007 3.886
N -0.373 0.022 2.659

=====

Entry 5:
Density functional theory data (the ωB97M-V functional and the def2-TZVPD basis) for a structure of composition C12H24Br12O4P in a non-equilibrium geometry.

Computed properties:
total charge: -1
gap between HOMO and LUMO: 5.59 eV

Cartesian coordinates (Å):
C 3.097 -1.033 0.343
C 1.711 -0.571 0.758
C 1.357 0.747 0.077
O 0.380 1.525 0.724
C -1.000 1.174 0.422
C -1.424 0.216 1.556
C -2.889 -0.109 1.816
C -3.689 -0.534 0.600
O -3.594 0.935 2.499
C -1.718 2.559 0.443
O -2.547 2.758 -0.664
P -2.090 1.657 -1.986
O -1.161 0.672 -0.820
H 3.292 -2.057 0.653
H 3.869 -0.419 0.808
H 3.240 -0.946 -0.732
H 0.957 -1.336 0.595
H 1.739 -0.356 1.828
H 1.119 0.583 -0.974
H 2.274 1.341 0.098
H -0.967 0.566 2.483
H -0.963 -0.753 1.351
H -2.883 -0.969 2.498
H -4.312 0.265 0.229
H -4.356 -1.347 0.897
H -3.058 -0.921 -0.190
H -2.961 1.410 3.051
H -2.148 2.861 1.398
H -0.877 3.257 0.322
H -2.798 2.480 -2.955
H -3.317 0.940 -1.735
H -1.787 0.689 -3.022
H -0.886 2.428 -2.243
C 2.465 -3.995 -2.781
Br 2.039 -3.658 -4.629
Br 4.121 -3.156 -2.275
Br 1.026 -3.473 -1.617
H 2.601 -5.060 -2.673
C -6.979 2.439 1.995
Br -5.845 2.605 0.459
Br -7.077 0.620 2.629
Br -6.451 3.645 3.407
H -7.978 2.720 1.702
C 4.394 2.804 -2.630
Br 2.478 2.747 -2.689
Br 5.037 3.851 -1.142
Br 5.147 1.028 -2.616
H 4.739 3.287 -3.531
C 5.769 -4.906 1.340
Br 3.853 -4.756 1.452
Br 6.344 -5.621 -0.354
Br 6.626 -3.226 1.726
H 6.080 -5.609 2.098